Entry 1:
Density functional theory data (ωB97M-V with the def2-TZVPD basis set) for a gas-phase ion, C26H39F4N2 (charge +1).

Element x y z (Å)
C: 1.87886 3.58822 0.42612
C: 3.21011 2.78904 0.41160
C: 2.98750 1.29475 -0.01397
C: 2.64139 0.38293 1.17852
C: 1.95932 -0.98815 0.81793
C: 0.46895 -0.84789 1.08720
C: 0.11163 -0.92462 2.42734
C: 1.09279 -1.12327 3.58294
C: 0.76544 -0.17726 4.78720
C: 1.13029 -2.64049 3.99336
C: 2.58831 -3.16658 4.08924
N: -1.18906 -0.81238 2.78435
C: -2.16985 -0.59224 1.92769
C: -1.93291 -0.44760 0.56233
C: -3.03098 -0.16920 -0.31842
C: -4.47196 0.04588 0.10292
F: -5.05688 1.10792 -0.51241
F: -4.68859 0.28355 1.43474
C: -5.35854 -1.23189 -0.24193
F: -4.63320 -2.23679 -0.79684
F: -6.44101 -0.90390 -0.98330
C: -2.73291 -0.11102 -1.65848
C: -3.78581 0.11113 -2.76051
C: -3.94283 1.60408 -3.17022
C: -2.60583 2.35322 -3.38347
C: -1.40003 -0.27729 -2.12990
C: -0.30322 -0.51336 -1.32911
N: 0.95062 -0.70082 -1.94073
C: 1.14840 -0.07319 -3.23854
C: 2.53657 -0.40264 -3.86557
C: 3.74378 -0.06853 -2.97718
C: -0.57463 -0.60172 0.10397
H: 1.95238 4.44551 -0.25690
H: 1.01699 2.98812 0.08191
H: 1.66077 3.91223 1.45270
H: 3.68348 2.73299 1.40714
H: 3.94373 3.18206 -0.30832
H: 3.96900 0.96069 -0.38964
H: 2.24924 1.25476 -0.82901
H: 3.57020 0.21057 1.74591
H: 1.96226 0.96086 1.83334
H: 2.34884 -1.70480 1.55835
H: 2.24915 -1.41234 -0.14154
H: 2.11437 -0.86919 3.28308
H: 0.13035 -0.73741 5.50121
H: 0.16347 0.69634 4.48946
H: 1.66430 0.12755 5.33307
H: 0.66488 -3.21206 3.16942
H: 0.55582 -2.85571 4.90752
H: 3.10828 -2.81252 4.99031
H: 2.53574 -4.26761 4.12873
H: 3.16570 -2.92861 3.18176
H: -1.40188 -0.90073 3.77450
H: -3.14585 -0.54868 2.40430
H: -5.76067 -1.62569 0.70871
H: -4.73486 -0.38746 -2.54356
H: -3.36999 -0.39935 -3.64918
H: -4.49207 1.59672 -4.12785
H: -4.55449 2.19140 -2.47446
H: -2.02232 1.80418 -4.14271
H: -2.02918 2.39872 -2.44493
H: -2.78706 3.38907 -3.69537
H: -1.28867 -0.20218 -3.20963
H: 1.28856 -1.65385 -1.88745
H: 1.01491 1.02278 -3.18624
H: 0.44631 -0.41399 -4.02786
H: 2.52882 -1.50645 -3.98325
H: 2.61139 0.01133 -4.88188
H: 3.79223 1.01049 -2.77392
H: 4.69357 -0.43836 -3.38776
H: 3.60663 -0.56928 -2.00680

The total charge is +1. Its LUMO energy is -3.9 eV. As for the SMILES: CCCCCc1c([C@@H](C)CC)[nH+]cc2c(C(F)(F)C(F)F)c(CCC)cc(NCCC)c12.

***

Entry 2:
Density functional theory data (ωB97M-V with the def2-TZVPD basis set) for C8H7N3O2S in the gas phase.

Element x y z (Å)
C: -3.45075 0.03502 -0.35848
C: -2.73388 -1.13494 -0.56152
C: -2.77806 1.22898 -0.14567
C: -1.35278 -1.11554 -0.53422
C: -1.39734 1.25647 -0.12948
C: -0.66618 0.08036 -0.31572
C: 2.89686 -0.89222 1.29827
C: 0.77804 0.06620 -0.25682
N: 1.46224 1.14240 -0.19098
N: 2.73394 1.21379 -0.06493
N: 2.27601 -0.50150 2.20965
O: 5.00207 0.15484 0.06427
O: 3.36069 -0.94789 -1.41086
S: 3.65423 -0.06848 -0.32428
H: -4.53179 0.01532 -0.36214
H: -3.25579 -2.06432 -0.73613
H: -3.33080 2.14426 0.00996
H: -0.79212 -2.02545 -0.68945
H: -0.86171 2.17877 0.03373
H: 1.26104 -0.90969 -0.27734
H: 1.72608 0.14363 2.74213

The total charge is 0. Its LUMO energy (alpha / beta) is -1.5 / -1.5 eV. The energy relative to the best compared isomer or geometry (same formula, charge and spin) comes out at 48.09 kcal/mol.

***

Entry 3:
Density functional theory data (ωB97M-V with the def2-TZVPD basis set) for C5H7PS in the gas phase.

Element x y z (Å)
C: 1.29196 -0.68916 0.79140
C: 0.00355 -0.97590 0.36871
C: 2.15299 0.17609 0.33651
C: -0.67312 -0.25213 -0.70099
C: -2.10035 0.17821 -0.38106
P: 3.34522 0.99583 -0.40552
S: -1.99492 1.96133 0.12421
H: 1.72939 -1.26187 1.52912
H: -0.52818 -1.80722 0.79270
H: -0.14418 0.67936 -0.94558
H: -0.85665 -0.95888 -1.44280
H: -2.89487 0.21210 -1.21454
H: -2.54003 -0.18120 0.49725
H: 3.20919 1.92343 0.65059

The total charge is 0. Its LUMO energy (alpha / beta) is -0.4 / -1.8 eV. The energy relative to the best compared isomer or geometry (same formula, charge and spin) comes out at 111.69 kcal/mol.

***

Entry 4:
Density functional theory data (ωB97M-V with the def2-TZVPD basis set) for a molecular structure, C31H80NO15Sr.

Element x y z (Å)
Sr: -1.35588 -6.85818 -11.18912
C: 1.30889 -2.76362 -10.19403
C: 0.00833 -3.59623 -10.06871
C: -0.99686 -2.61856 -9.39568
C: -1.50745 -1.52688 -10.34072
C: -2.21436 -2.26107 -11.45596
C: -1.26204 -3.15720 -12.26248
N: -0.48296 -4.02816 -11.39949
O: 0.30730 -4.98837 -12.10716
C: -0.29881 -2.25701 -13.10271
C: -2.14250 -3.91717 -13.28980
C: 0.17984 -4.77051 -9.13041
H: 1.73595 -2.64889 -9.19120
H: 1.22570 -1.75380 -10.58155
H: 2.08677 -3.28424 -10.75867
H: -0.40255 -2.05821 -8.66544
H: -1.75756 -3.11477 -8.78883
H: -0.68496 -0.89609 -10.66717
H: -2.31742 -1.01041 -9.81849
H: -2.84838 -1.69847 -12.14265
H: -2.90686 -2.91002 -10.90300
H: 0.59245 -1.97805 -12.54012
H: -0.78622 -1.39370 -13.55417
H: 0.17718 -2.84967 -13.88918
H: -1.62875 -4.25531 -14.18811
H: -2.92751 -3.25292 -13.65894
H: -2.65791 -4.71771 -12.75289
H: -0.75824 -5.27920 -8.89787
H: 0.54981 -4.40209 -8.16862
H: 0.99023 -5.41149 -9.48542
C: -5.97557 -0.31207 -14.21419
C: -5.36930 0.62281 -13.18126
C: -4.03259 1.18140 -13.69218
O: -6.28760 1.68372 -12.99622
H: -5.41144 -1.23616 -14.37777
H: -6.09738 0.17919 -15.18305
H: -6.95006 -0.67401 -13.87631
H: -5.22787 0.07668 -12.24571
H: -3.46175 1.57623 -12.85040
H: -4.16850 1.98371 -14.41947
H: -3.45150 0.42281 -14.22182
H: -6.53562 2.01351 -13.86586
C: 3.45712 -6.44083 -13.67689
C: 3.56921 -5.08187 -13.00689
C: 5.03000 -4.65040 -12.83656
O: 2.72163 -4.14001 -13.65012
H: 3.65144 -6.37054 -14.75174
H: 2.44463 -6.83064 -13.58538
H: 4.18183 -7.11047 -13.20496
H: 3.13054 -5.33079 -12.02679
H: 5.53985 -4.97112 -13.74554
H: 5.41251 -5.13310 -11.93898
H: 5.12934 -3.57581 -12.69703
H: 1.84502 -4.27103 -13.23277
C: 2.18515 0.65814 -11.63482
C: 3.61395 0.35119 -11.18265
C: 4.30263 -0.63197 -12.16296
O: 4.45710 1.52039 -11.26964
H: 2.02248 1.67189 -11.99513
H: 1.44839 0.41208 -10.87267
H: 2.04845 0.00735 -12.50165
H: 3.64944 -0.04970 -10.16481
H: 3.83391 -1.62215 -12.18382
H: 5.36354 -0.76500 -11.94743
H: 4.25274 -0.19871 -13.16248
H: 5.21678 1.31795 -10.71603
C: -5.35833 -4.58339 -15.67228
C: -5.89075 -4.27808 -17.07598
C: -6.63862 -2.96887 -17.13631
O: -4.69295 -4.12338 -17.86198
H: -4.73778 -3.80448 -15.23344
H: -4.86846 -5.55790 -15.65857
H: -6.21376 -4.65455 -14.99166
H: -6.49795 -5.11213 -17.42952
H: -7.29550 -2.92748 -18.01413
H: -6.04387 -2.05418 -17.15327
H: -7.38985 -2.67565 -16.39112
H: -4.97783 -4.08991 -18.78380
C: 0.67493 -8.96915 -9.67172
C: 0.03340 -8.65667 -8.33108
O: -1.05791 -7.77485 -8.52364
O: 1.16779 -7.78168 -10.32707
H: -0.10722 -9.30931 -10.36356
H: 1.41103 -9.75009 -9.48653
H: 0.77137 -8.31139 -7.60004
H: -0.30457 -9.58941 -7.86696
H: -1.69461 -7.88658 -7.80938
H: 1.79224 -8.01511 -11.02513
C: -0.74658 -7.53671 -14.30439
C: -2.29402 -7.60902 -14.40061
O: -2.94147 -7.10368 -13.22676
O: -0.22288 -8.18469 -13.13920
H: -0.37574 -6.51387 -14.36686
H: -0.37723 -8.03509 -15.20258
H: -2.58891 -8.66151 -14.47734
H: -2.60449 -7.15048 -15.34127
H: -3.89440 -7.24173 -13.25409
H: -0.20045 -9.14423 -13.21582
C: -5.61121 -2.80975 -9.09196
C: -5.15849 -2.78126 -7.62963
O: -4.30745 -3.88195 -7.37731
O: -6.34693 -3.97981 -9.48925
H: -4.79206 -2.66914 -9.79625
H: -6.26859 -1.94385 -9.21741
H: -6.03266 -2.77938 -6.97557
H: -4.60986 -1.84447 -7.50353
H: -3.45384 -3.54585 -7.08789
H: -7.19087 -3.68874 -9.83981
C: -4.82477 1.94284 -9.35483
C: -3.34704 2.14611 -9.56453
O: -2.75387 2.62031 -8.36625
O: -5.01177 0.75436 -8.50880
H: -5.37680 1.61270 -10.24042
H: -5.39230 2.74544 -8.88531
H: -3.26095 2.85831 -10.38451
H: -2.88760 1.22089 -9.91231
H: -3.00859 2.04425 -7.63891
H: -5.91298 0.82632 -8.18020
C: -1.11234 -0.22625 -4.52481
C: -1.46120 -0.82204 -5.87259
O: -2.22935 -2.02345 -5.75770
O: -0.25673 -1.04990 -3.78031
H: -2.05201 -0.08636 -3.97570
H: -0.73692 0.78460 -4.68472
H: -0.63363 -0.90955 -6.58476
H: -2.09192 -0.14280 -6.45700
H: -1.65579 -2.73589 -5.45616
H: -0.60529 -1.92946 -3.63456

The total charge is +1. Its LUMO energy is -3.3 eV.

***

Entry 5:
Density functional theory data (ωB97M-V with the def2-TZVPD basis set) for 3 unconnected molecules or ions with the total composition C31H61BF5N4O9S2.

Element x y z (Å)
C: -1.07245 4.02152 6.11244
C: -0.46010 3.91685 4.70491
C: -1.49146 4.05862 3.58457
O: -1.68240 2.98733 2.66496
C: -0.96143 1.86559 2.33412
C: 0.54429 2.01074 1.92171
C: 1.47151 3.22903 2.07233
C: 0.95865 4.62765 1.69688
C: 2.35239 3.23651 3.34863
C: -1.89219 1.37149 1.13686
S: -2.58344 2.62387 -0.01782
O: -3.27139 1.93343 -1.07411
O: -3.41011 3.52571 0.71131
C: -1.31255 3.68898 -0.92818
F: -1.51761 4.93104 -0.50731
F: -0.04162 3.33680 -0.73495
C: -1.55816 3.70252 -2.47904
F: -2.71313 4.21965 -2.80364
F: -0.60239 4.49637 -2.97123
F: -1.38598 2.51570 -3.03920
N: -1.39728 0.12817 0.41616
S: -2.99971 -0.85079 0.07336
N: -0.81084 0.51156 -0.78967
C: 0.16307 -0.03666 -1.45972
C: -0.01243 -1.29168 -2.22888
C: 1.46110 0.65752 -1.61910
C: -0.55066 -0.74407 1.32580
C: -0.32464 -2.18334 0.90727
C: 1.13295 -2.44229 0.54595
O: 1.81257 -2.74760 1.76664
C: 3.17779 -2.85519 1.59976
C: 3.96240 -1.64126 1.95414
O: 3.66756 -3.87076 1.19995
C: -0.90455 -0.60078 2.81236
B: -1.99429 -1.68414 3.31624
N: -1.56980 -2.89466 3.98486
O: -3.32641 -1.38100 3.09494
N: -1.10694 0.76319 3.30077
C: -1.90196 0.97156 4.47149
C: -1.26894 0.44152 5.75434
C: 0.14842 0.78604 5.97165
O: -0.40896 -0.60723 5.64506
H: -2.14399 3.85337 6.10770
H: -0.83638 4.96067 6.59622
H: -0.65301 3.24422 6.74467
H: -0.06379 2.91331 4.63739
H: 0.32850 4.64655 4.60682
H: -2.45510 4.23800 4.04939
H: -1.30908 4.97900 3.04026
H: 1.07057 1.19218 2.40601
H: 0.57321 1.72397 0.87787
H: 2.22839 3.04438 1.31327
H: 0.96320 5.31156 2.53795
H: 1.56327 5.08343 0.92249
H: -0.05553 4.59908 1.32362
H: 2.03588 2.48552 4.06173
H: 2.25143 4.19110 3.85068
H: 3.40084 3.13832 3.09888
H: -2.78191 1.05573 1.67128
H: -2.95504 -0.67456 -1.24698
H: 0.80657 -1.99162 -2.10624
H: -0.95595 -1.74583 -1.94925
H: -0.10955 -0.97212 -3.27136
H: 1.88047 0.89356 -0.64589
H: 1.36336 1.55841 -2.21964
H: 2.15389 0.01236 -2.14729
H: 0.44471 -0.32319 1.25155
H: -0.89803 -2.50295 0.04657
H: -0.52209 -2.90327 1.69290
H: 1.60107 -1.55400 0.11808
H: 1.20342 -3.27728 -0.14638
H: 3.58299 -1.14061 2.83744
H: 4.98064 -1.95902 2.13255
H: 3.97514 -0.93204 1.13085
H: 0.01159 -0.97842 3.26769
H: -1.45047 -3.70112 3.38979
H: -2.14910 -3.14311 4.77560
H: -3.83655 -1.38376 3.91248
H: -2.93227 0.60168 4.45204
H: -2.04093 2.01540 4.71973
H: -1.90138 0.47557 6.63512
H: 0.79666 0.86985 5.11711
H: 0.58723 0.57177 6.93110
C: 4.82767 -5.56950 -4.03570
C: 3.98803 -4.77618 -3.05163
O: 2.70361 -4.40303 -3.52395
C: 1.83477 -5.47301 -3.85635
C: 1.53964 -6.41809 -2.70415
H: 4.96505 -5.00846 -4.96046
H: 5.80591 -5.77878 -3.60437
H: 4.36722 -6.52441 -4.29219
H: 4.49598 -3.83668 -2.83078
H: 3.88879 -5.30962 -2.10002
H: 2.22450 -6.02767 -4.71645
H: 0.90905 -4.99791 -4.18391
H: 2.43595 -6.92440 -2.34685
H: 0.83051 -7.18236 -3.02152
H: 1.10902 -5.87334 -1.86165
C: -0.60459 0.07339 -8.12249
C: -1.17804 -0.92947 -7.13868
O: -1.44314 -0.39111 -5.84889
C: -2.37137 0.68237 -5.79086
C: -3.75604 0.34095 -6.30843
H: 0.31761 0.50683 -7.73392
H: -0.38632 -0.41895 -9.06926
H: -1.29702 0.89069 -8.32669
H: -0.45709 -1.73019 -6.97151
H: -2.07905 -1.39826 -7.54646
H: -1.97091 1.55989 -6.30893
H: -2.43411 0.94582 -4.73353
H: -3.74543 0.07809 -7.36602
H: -4.42016 1.19563 -6.18417
H: -4.17186 -0.50585 -5.76055

The total charge is +1. Its LUMO energy is -3.8 eV.

***

Repeat the third record exactly.
Density functional theory data (ωB97M-V with the def2-TZVPD basis set) for C5H7PS in the gas phase.

Element x y z (Å)
C: 1.29196 -0.68916 0.79140
C: 0.00355 -0.97590 0.36871
C: 2.15299 0.17609 0.33651
C: -0.67312 -0.25213 -0.70099
C: -2.10035 0.17821 -0.38106
P: 3.34522 0.99583 -0.40552
S: -1.99492 1.96133 0.12421
H: 1.72939 -1.26187 1.52912
H: -0.52818 -1.80722 0.79270
H: -0.14418 0.67936 -0.94558
H: -0.85665 -0.95888 -1.44280
H: -2.89487 0.21210 -1.21454
H: -2.54003 -0.18120 0.49725
H: 3.20919 1.92343 0.65059

The total charge is 0. Its LUMO energy (alpha / beta) is -0.4 / -1.8 eV. The energy relative to the best compared isomer or geometry (same formula, charge and spin) comes out at 111.69 kcal/mol.